The following is a quantum chemistry calculation of C12H30AlCl6F6KN3O11P3S as an isolated structure in a non-equilibrium geometry, from OMol25.

XYZ file:
```
74
Properties=species:S:1:pos:R:3:forces:R:3
N -0.74299 -4.69534 0.18479 -1.9491 0.4137 -0.3177
P -2.16572 -3.68029 0.43489 0.6089 0.4532 0.7946
O -1.77027 -2.00975 0.54880 -1.2584 -2.0054 -1.3994
N -3.13901 -3.79944 -1.08360 -1.7257 -0.8958 1.0533
C -4.56495 -3.80437 -0.57782 -2.2183 2.8234 -0.2690
O -5.25868 -2.71785 -0.69920 3.8844 -8.5026 0.9202
O -5.00272 -5.02861 0.03511 3.0111 3.5722 -1.9229
O -6.27086 -4.81428 0.40762 -2.8565 0.0944 -0.9840
H -0.51892 -5.19104 1.07491 -0.2207 0.5941 -0.7205
H -1.06612 -5.44098 -0.48201 0.7315 0.7218 0.6486
H -2.55926 -1.54339 0.14079 1.3968 -0.4767 0.4830
H -2.93336 -4.71756 -1.54348 -0.3919 0.7816 0.0589
H -6.32199 -4.62122 1.40338 0.6976 -0.4113 0.3347
Cl -6.18791 -5.78492 2.72386 0.0683 -0.0990 0.9001
C 3.81374 -2.19779 -1.71368 -0.1232 -0.0831 -0.1424
C 2.73632 -1.87565 -0.67446 0.0132 0.2743 -0.0144
C 2.14775 -3.20553 -0.19884 -0.4090 0.5477 0.0235
S 3.44312 -4.42342 -0.39085 0.2430 -0.7937 0.3620
O 3.03254 -5.37470 -1.39786 0.1127 0.3558 0.5050
O 3.90913 -4.83309 0.91542 -0.2946 0.0414 -0.6158
C 4.64602 -3.32178 -1.11157 0.3589 0.3756 -0.3613
H 4.42879 -1.32461 -1.94683 -0.0917 -0.2112 -0.1122
H 3.34105 -2.53636 -2.64183 0.1342 0.0611 0.0596
H 3.19143 -1.34978 0.17328 -0.0263 -0.0574 0.0077
H 1.95988 -1.22436 -1.08533 0.0349 -0.0779 0.0575
H 1.84644 -3.16035 0.84906 0.0467 -0.1930 -0.1367
H 1.30218 -3.51392 -0.81606 0.2015 -0.0445 0.0959
H 5.24507 -3.85629 -1.84934 -0.0809 -0.1224 0.1577
H 5.28452 -2.95086 -0.30517 -0.0497 -0.1676 0.0285
K -5.62959 -0.87500 0.28831 -1.0304 2.9732 1.4298
C 6.36253 2.49149 -2.09273 -0.7847 0.5381 -0.4445
C 4.95728 2.06180 -1.80326 -0.2068 -1.0067 -0.4103
O 4.59020 0.93366 -1.53380 1.1111 0.4920 -0.0387
N 3.89716 3.01882 -1.76383 -0.1734 0.5751 0.7931
C 3.22859 3.15524 -3.08847 -0.5465 0.3570 -1.5392
H 7.00267 1.61379 -2.19623 0.2158 0.4828 -0.9749
H 6.39334 3.05441 -3.03220 0.0969 0.1258 -0.1801
H 6.73086 3.11641 -1.27375 0.1558 0.2915 -0.0647
H 4.24752 3.92460 -1.44235 -0.3038 0.2637 0.0820
H 3.22313 2.60428 -1.10991 -0.0933 0.4860 0.1957
H 3.96535 3.51335 -3.81371 -0.1650 -0.0083 -0.3430
H 2.42248 3.88232 -2.97790 0.1481 -0.0564 -0.0299
H 2.82473 2.18432 -3.38209 0.1629 0.1134 0.0008
C -9.56689 -0.49038 3.86353 -0.5683 0.2969 0.4106
Cl -8.31349 -1.24204 2.84451 0.0825 -0.1347 -0.0505
Cl -8.90852 -0.19482 5.48799 -0.0886 -0.1037 -0.4455
Cl -10.07260 1.05170 3.13756 0.1764 -0.3688 0.1169
Cl -10.96559 -1.58011 3.97843 0.4799 0.2678 -0.0938
F 4.50269 4.05965 -8.65141 2.0344 0.7858 -2.4756
P 4.50207 3.37403 -7.22277 0.2134 0.0466 -2.9152
F 3.71436 2.26895 -6.38733 -1.9024 -1.0097 3.9087
F 3.13610 4.18009 -7.27680 -3.1423 0.3905 2.0586
F 4.77191 4.09697 -5.82508 -1.4545 1.8722 4.1790
F 6.06907 3.62286 -7.18956 3.0279 -0.8407 -1.1034
F 4.81244 2.01004 -7.97142 1.2032 -1.4274 -2.5463
C -1.58163 5.25818 3.30666 0.3201 0.6028 0.1661
O -2.75162 4.47249 3.50289 2.3776 -1.0021 -2.2798
P -2.48225 2.77173 3.38936 -7.3230 -1.9818 6.0721
O -3.97744 2.51232 3.22345 1.0209 0.5147 -1.3257
O -2.05334 2.73473 4.98052 0.8651 -0.7990 -1.1223
C -2.93500 3.29273 5.94841 -0.0734 0.7605 0.4816
O -2.12130 1.09647 3.23476 2.2270 1.4376 -2.3172
C -2.63881 0.20569 4.21351 0.3374 -0.0080 0.9963
H -1.85004 6.31248 3.39353 -0.0469 -0.1648 -0.0122
H -0.83069 5.01887 4.06493 0.0630 0.0666 -0.0087
H -1.17245 5.07545 2.30988 0.0604 0.2622 0.0260
H -3.96344 3.35430 5.58946 0.0985 -0.0197 -0.1807
H -2.58192 4.29090 6.22024 -0.1770 -0.0858 0.0307
H -2.91232 2.66253 6.84045 0.1945 -0.0658 -0.2054
H -3.66608 0.44918 4.48489 0.0438 0.2143 -0.0855
H -2.00254 0.21847 5.10456 -0.2240 -0.0572 -0.0996
H -2.61848 -0.80469 3.79472 0.1729 0.2053 -0.2381
Cl -4.17604 -2.36901 -2.95296 1.0231 -0.0218 -0.8074
Al 6.59238 0.60826 -0.58896 0.5438 -2.2285 1.8959
```
Forces are in eV/Å.

Properties
molecular weight = 910.16 g/mol
HOMO level = -12.9 eV
orbital gap = 2.7 eV
total charge = +2
E_tot = -7091.07024 Eh
E_LUMO = -10.27 eV
spin multiplicity = 1